Record 1
ORCA calculation (wB97M-V/def2-TZVPD) on a cluster of 5 separate species, C20H42N7O6S in total in a non-equilibrium geometry.

The value obtained for the HOMO energy is -10.41 eV. The orbital gap comes out at 6.6 eV. As for the lowest unoccupied orbital energy: -3.8 eV. For the largest force on an atom, the calculation gives 6.04 eV Å⁻¹. The calculation puts the total energy at -2019.83240 a.u.

The geometry in ORCA input format:
```
! RIJCOSX wB97M-V def2-TZVPD def2/J DEFGRID3
* xyz 1 1
C 0.576 -1.587 -0.178
N 0.138 -1.374 1.184
N -0.359 -0.111 1.218
C -0.256 0.431 -0.106
S -0.844 2.124 -0.605
C -2.634 1.801 -1.026
C -3.457 1.157 0.211
C -4.661 0.216 -0.341
C -5.938 0.271 0.646
N -7.075 -0.387 -0.093
C -6.647 -1.494 -1.021
C -5.196 -2.106 -0.719
O -4.185 -1.146 -0.320
O 0.350 -0.474 -1.009
H 1.052 -2.560 -0.523
H -3.186 2.773 -1.299
H -2.743 1.088 -1.926
H -2.805 0.556 0.926
H -3.944 1.987 0.846
H -4.908 0.602 -1.396
H -6.242 1.349 0.905
H -5.703 -0.234 1.653
H -7.509 0.351 -0.688
H -7.837 -0.716 0.535
H -6.771 -1.205 -2.128
H -7.397 -2.355 -0.863
H -4.835 -2.576 -1.707
H -5.239 -2.966 0.037
C 5.269 1.112 -3.326
C 5.397 1.150 -1.828
O 6.451 1.418 -1.268
N 4.286 0.871 -1.088
C 2.963 0.533 -1.564
H 6.231 1.353 -3.780
H 4.974 0.112 -3.651
H 4.535 1.849 -3.658
H 4.443 0.915 -0.092
H 2.260 1.276 -1.177
H 2.699 -0.450 -1.170
H 2.908 0.515 -2.650
C 5.081 -4.225 3.510
C 3.581 -4.170 3.389
O 2.855 -5.007 3.906
N 3.038 -3.145 2.674
C 3.724 -2.068 1.993
H 5.365 -5.093 4.105
H 5.533 -4.321 2.521
H 5.449 -3.327 4.010
H 2.029 -3.172 2.635
H 3.375 -1.122 2.414
H 3.459 -2.111 0.934
H 4.805 -2.135 2.098
C 1.362 1.729 -6.481
C 1.489 1.767 -4.982
O 2.545 2.035 -4.425
N 0.380 1.492 -4.241
C -0.946 1.156 -4.711
H 2.323 1.969 -6.934
H 1.066 0.729 -6.807
H 0.629 2.468 -6.814
H 0.540 1.537 -3.244
H -1.646 1.901 -4.323
H -1.213 0.173 -4.315
H -1.006 1.137 -5.796
C 0.776 2.789 5.683
C 0.519 2.132 4.353
O 0.822 2.665 3.293
N -0.071 0.904 4.353
C -0.499 0.120 5.492
H 1.249 3.758 5.524
H -0.167 2.947 6.211
H 1.447 2.171 6.283
H -0.212 0.525 3.427
H 0.031 -0.835 5.471
H -1.572 -0.065 5.399
H -0.300 0.621 6.437
*
```

Record 2
ORCA calculation (wB97M-V/def2-TZVPD) on a structure of composition C20H43AlN2OP3 in a non-equilibrium geometry.

Its energy relative to the best compared isomer or geometry (same formula, charge and spin) is 137.9 kcal per mole. The value obtained for the HOMO energy (alpha / beta) is -15.15 / -15.28 eV. The orbital gap (alpha / beta) comes out at 4.3 / 5.4 eV. As for the lowest unoccupied orbital energy (alpha / beta): -10.8 / -9.9 eV. For the largest force on an atom, the calculation gives 3.29 eV Å⁻¹. The calculation puts the total energy at -2237.98318 a.u.

The geometry in ORCA input format:
```
! RIJCOSX wB97M-V def2-TZVPD def2/J DEFGRID3
* xyz 3 1
Al -0.882 3.044 -0.968
P 2.599 -1.606 1.263
P 1.373 3.257 -0.480
P -1.362 -2.479 0.650
H -0.809 3.894 -3.650
C -1.091 3.104 -2.950
C -2.335 3.266 -2.143
H -2.616 4.289 -1.901
C 4.075 -2.572 0.770
C 3.234 -0.118 2.060
C 1.719 -2.498 2.602
C 1.912 4.902 -1.119
C 1.571 3.145 1.323
C 2.701 2.192 -1.149
C -2.852 -2.680 -0.422
C -1.697 -3.790 1.912
C -0.148 -3.403 -0.411
H -0.836 2.156 -3.429
H -3.135 2.626 -2.468
H 4.600 -3.003 1.635
H 4.775 -1.916 0.239
H 3.758 -3.388 0.108
H 4.046 -0.330 2.765
H 2.426 0.346 2.624
H 3.613 0.580 1.314
H 1.424 -3.502 2.277
H 0.829 -1.925 2.883
H 2.359 -2.598 3.493
H 2.948 5.125 -0.832
H 1.215 5.651 -0.727
H 1.827 4.849 -2.208
H 2.513 3.598 1.680
H 1.547 2.082 1.630
H 0.728 3.648 1.823
H 3.672 2.717 -1.146
H 2.463 1.918 -2.188
H 2.795 1.258 -0.577
H -3.398 -3.560 -0.095
H -2.564 -2.761 -1.464
H -3.458 -1.785 -0.296
H -2.266 -4.605 1.460
H -2.286 -3.307 2.701
H -0.753 -4.150 2.331
H -0.693 -4.115 -1.022
H 0.636 -3.859 0.188
H 0.320 -2.676 -1.065
C -0.424 -0.638 -2.207
C 0.362 -1.060 -3.332
C -0.276 -1.690 -4.374
C -1.663 -1.553 -4.521
C -2.334 -0.678 -3.676
C -1.796 -0.299 -2.453
O 0.138 -0.731 -1.049
H 1.645 -1.223 0.172
H 1.420 -1.091 -3.161
H 0.312 -2.236 -5.091
H -2.168 -2.064 -5.359
H -3.359 -0.373 -3.940
H -2.381 0.272 -1.720
C -3.527 1.040 3.335
N -2.167 1.093 2.696
C -0.995 0.894 3.624
C -1.969 1.581 1.517
N -1.564 2.166 0.549
H -3.386 0.964 4.422
H -4.070 0.154 2.951
H -4.103 1.952 3.074
H -0.466 -0.028 3.314
H -0.319 1.774 3.577
H -1.405 0.755 4.631
*
```

Record 3
ORCA calculation (wB97M-V/def2-TZVPD) on a cluster of 5 separate species, C20H43ClN2O8 in total.

The value obtained for the HOMO energy is -9.12 eV. The orbital gap comes out at 9.5 eV. As for the lowest unoccupied orbital energy: 0.3 eV. For the largest force on an atom, the calculation gives 0.84 eV Å⁻¹. As for the structure (SMILES): N#CC[C@H](Cl)C#N.COCCOC.COCCOC.COCCOC.COCCOC. The calculation puts the total energy at -1959.25011 a.u.

The geometry in ORCA input format:
```
! RIJCOSX wB97M-V def2-TZVPD def2/J DEFGRID3
* xyz 0 1
N -7.051 -0.678 1.936
C -6.488 -0.642 0.934
C -5.661 -0.580 -0.271
C -4.156 -0.636 0.105
Cl -3.295 0.783 -0.562
C -3.566 -1.880 -0.394
N -3.312 -2.980 -0.614
H -5.868 0.321 -0.839
H -5.910 -1.442 -0.887
H -4.025 -0.589 1.182
C -0.728 -2.906 -3.782
O -0.581 -1.614 -3.222
C -0.305 -1.631 -1.830
C 1.165 -1.404 -1.550
O 1.962 -2.479 -2.020
C 2.617 -2.204 -3.245
H -0.718 -2.796 -4.867
H 0.089 -3.568 -3.486
H -1.681 -3.353 -3.481
H -0.637 -2.572 -1.382
H -0.887 -0.824 -1.375
H 1.310 -1.340 -0.466
H 1.491 -0.459 -1.996
H 3.434 -1.490 -3.095
H 1.928 -1.800 -3.990
H 3.032 -3.143 -3.609
C 0.405 0.672 -5.257
O 1.737 0.793 -4.784
C 2.714 0.706 -5.807
C 3.239 2.067 -6.206
O 2.236 2.864 -6.815
C 1.664 3.819 -5.941
H -0.257 0.937 -4.436
H 0.216 1.339 -6.102
H 0.191 -0.360 -5.549
H 2.308 0.189 -6.682
H 3.545 0.109 -5.417
H 4.043 1.936 -6.936
H 3.655 2.577 -5.331
H 2.372 4.630 -5.736
H 1.353 3.366 -4.997
H 0.790 4.236 -6.439
C -3.670 2.877 3.527
O -2.847 2.042 2.731
C -1.815 2.743 2.050
C -0.479 2.594 2.741
O -0.462 3.219 4.016
C -0.636 2.299 5.078
H -4.291 2.231 4.145
H -3.076 3.525 4.175
H -4.320 3.494 2.898
H -2.073 3.801 1.940
H -1.741 2.304 1.053
H 0.289 3.077 2.129
H -0.219 1.535 2.834
H 0.261 1.681 5.193
H -1.501 1.651 4.914
H -0.792 2.871 5.992
C 3.065 -3.541 4.411
O 3.134 -2.808 5.621
C 3.474 -1.444 5.439
C 2.259 -0.545 5.511
O 1.362 -0.782 4.437
C 0.246 -1.573 4.804
H 2.614 -4.505 4.638
H 2.454 -3.030 3.663
H 4.067 -3.709 4.002
H 3.989 -1.300 4.484
H 4.165 -1.167 6.241
H 2.588 0.497 5.443
H 1.751 -0.678 6.472
H -0.452 -0.990 5.416
H 0.547 -2.467 5.355
H -0.261 -1.876 3.889
*
```